DFT (the ωB97M-V functional and the def2-TZVPD basis) results for a molecular structure, C56H83N3P4SSiTi.

```
149
Properties=species:S:1:pos:R:3:forces:R:3:mulliken_charge:R:1
Ti 0.8842 0.2840 -0.5553 -0.410 0.333 -0.281 -0.3016
C 3.1669 -2.6176 -1.8853 -0.376 0.450 0.011 -1.5441
Si 3.0369 -1.0567 -0.8210 0.706 -0.327 0.542 0.8554
C 3.3931 -1.4128 1.0212 -0.220 0.022 -0.273 0.6798
C 4.7105 -1.6557 1.4140 0.040 -0.056 -0.029 -0.3654
C 5.0399 -1.8374 2.7465 0.034 0.006 -0.053 -1.0923
C 4.0529 -1.7314 3.7187 -0.120 -0.031 0.050 -0.7965
C 2.7385 -1.4951 3.3538 -0.008 0.115 0.067 -0.2394
C 2.3942 -1.3684 2.0084 -0.041 0.182 -0.205 1.6005
P 0.6785 -1.3832 1.3711 0.138 -0.667 0.916 -0.6790
C 0.1121 -3.1571 1.4947 -0.055 0.105 -0.517 2.0326
C -0.1706 -3.7317 2.8942 0.220 0.258 0.149 -0.8653
C 1.0250 -4.3953 3.5778 -0.153 -0.206 -0.168 -0.6673
C 1.6760 -5.4269 2.6618 0.137 0.239 0.026 -1.2287
C 2.1469 -4.7465 1.3778 -0.189 -0.118 0.025 -0.1370
C 0.9648 -4.1124 0.6411 0.185 0.122 0.083 -0.8708
C -0.5617 -0.4126 2.3782 0.403 0.126 -0.298 2.2554
C -0.8525 0.8800 1.5698 -0.201 -0.430 0.101 0.9696
C -1.4147 1.9984 2.4507 0.015 0.143 0.007 -1.0994
C -2.3464 1.4096 3.5100 0.106 -0.046 0.024 -0.6940
C -1.5845 0.4768 4.4729 0.056 0.079 -0.109 -1.0228
C -0.2954 -0.0785 3.8469 -0.072 -0.139 0.014 -0.5408
C 4.3762 0.1559 -1.3959 -0.502 -0.009 -0.083 -0.4062
C 5.5135 -0.3445 -2.0277 -0.028 -0.110 0.050 -0.1825
C 6.4777 0.5024 -2.5516 -0.007 0.022 0.000 -1.0165
C 6.3051 1.8734 -2.4541 0.050 -0.042 0.022 -1.1130
C 5.1967 2.3920 -1.8004 -0.041 0.065 0.013 -0.2019
C 4.2285 1.5461 -1.2648 -0.131 -0.128 -0.213 0.5777
P 2.8110 2.1424 -0.2671 1.163 -0.126 0.381 0.8162
C 2.7985 3.9801 -0.5527 -0.477 0.054 -0.244 0.2667
C 1.8879 4.7558 0.4075 -0.156 -0.224 0.131 -1.7215
C 0.4097 4.4672 0.1489 0.130 0.250 -0.161 0.7318
C 0.0591 4.8114 -1.2970 -0.063 -0.283 0.097 -1.5170
C 0.9333 4.0030 -2.2506 0.207 0.421 0.115 0.7598
C 2.4113 4.2937 -2.0039 -0.121 -0.255 -0.003 -1.9425
C 3.5734 1.9989 1.4307 -0.427 0.097 -0.001 2.2990
C 2.4930 2.0911 2.5291 0.105 0.123 0.055 1.3775
C 3.0732 2.6207 3.8470 0.071 -0.170 0.000 -1.1840
C 4.4778 2.0624 4.0646 -0.040 0.177 0.000 -0.1723
C 5.4502 2.5620 2.9778 -0.134 -0.049 0.069 -1.0768
C 4.7147 2.9815 1.6957 0.131 -0.076 -0.026 -1.4613
H 3.8158 -3.3585 -1.4161 0.006 0.041 0.103 0.5362
H 3.5808 -2.3585 -2.8604 0.003 0.023 -0.011 0.5345
H 2.1962 -3.0808 -2.0650 0.035 -0.046 0.003 0.3744
H 5.4865 -1.7024 0.6579 0.065 0.025 0.049 0.3209
H 6.0631 -2.0445 3.0306 0.008 0.004 0.009 0.4445
H 4.2993 -1.8541 4.7652 0.037 0.041 0.004 0.5229
H 1.9886 -1.4022 4.1254 -0.002 -0.098 0.008 0.1399
H -0.8530 -3.0635 0.9916 0.032 0.019 0.049 -1.3068
H -0.9363 -4.4999 2.7498 -0.070 0.058 0.000 0.5328
H -0.6066 -2.9728 3.5491 -0.096 -0.043 -0.016 0.3090
H 0.6804 -4.8685 4.4987 0.014 0.051 0.022 0.5194
H 1.7740 -3.6562 3.8463 0.054 0.042 0.130 0.0887
H 0.9631 -6.2217 2.4234 0.015 -0.032 0.011 0.4274
H 2.5250 -5.8822 3.1728 -0.037 -0.094 -0.028 0.5330
H 2.6113 -5.4800 0.7162 0.070 0.061 -0.017 0.5213
H 2.9006 -3.9957 1.6253 0.062 -0.010 -0.013 -0.1752
H 0.3112 -4.9248 0.3117 -0.043 0.053 -0.074 0.7991
H 1.3112 -3.5864 -0.2533 -0.092 -0.141 -0.035 -0.5126
H -1.4632 -1.0324 2.3442 0.151 0.089 -0.121 -0.6312
H -1.5613 0.6406 0.7660 0.138 0.038 -0.090 -0.8505
H 0.0944 1.2451 1.0983 -0.023 0.430 0.361 -1.3541
H -1.9499 2.7250 1.8382 0.077 0.029 -0.029 0.6362
H -0.6030 2.5286 2.9555 0.028 0.043 -0.071 0.3595
H -3.1573 0.8685 3.0171 0.010 0.052 0.053 0.0086
H -2.8054 2.2237 4.0688 -0.074 -0.018 -0.022 0.6151
H -2.2291 -0.3542 4.7641 -0.002 0.008 0.042 0.4051
H -1.3193 1.0121 5.3849 -0.040 -0.024 0.029 0.4675
H 0.0129 -0.9655 4.3993 0.019 0.021 0.023 0.4380
H 0.5076 0.6560 3.9264 0.049 -0.056 0.019 0.0174
H 5.6480 -1.4162 -2.1177 0.008 0.002 -0.084 0.4754
H 7.3438 0.0916 -3.0522 0.020 0.016 0.007 0.4978
H 7.0333 2.5470 -2.8851 0.014 0.002 0.014 0.4929
H 5.1055 3.4667 -1.7370 -0.040 0.023 0.029 0.3984
H 3.8284 4.2870 -0.3646 0.033 -0.147 0.007 1.0386
H 2.0689 5.8215 0.2417 0.040 -0.001 -0.005 0.6461
H 2.1434 4.5570 1.4491 0.065 0.058 -0.035 0.1206
H -0.2101 5.0400 0.8402 -0.011 -0.086 0.059 0.6202
H 0.2052 3.3983 0.3198 -0.082 0.047 0.069 -0.7735
H 0.2312 5.8775 -1.4658 -0.054 0.021 -0.010 0.4867
H -0.9996 4.6180 -1.4817 0.013 0.058 -0.011 0.4372
H 0.6910 4.2369 -3.2863 -0.014 -0.139 0.005 0.8582
H 0.7450 2.9294 -2.0928 -0.068 0.028 -0.146 -0.6861
H 2.6059 5.3531 -2.1913 0.052 -0.004 -0.001 0.5121
H 3.0152 3.7180 -2.7072 0.069 0.073 -0.004 0.4876
H 4.0107 0.9975 1.4470 -0.059 -0.021 -0.033 -0.7925
H 2.0953 1.0879 2.6885 -0.068 0.028 -0.017 -1.4085
H 1.6643 2.7364 2.2207 -0.045 -0.102 -0.003 -0.6726
H 2.4222 2.3349 4.6761 -0.037 0.077 -0.002 0.6017
H 3.1117 3.7126 3.8314 -0.045 0.014 0.026 0.4008
H 4.4244 0.9717 4.0484 0.017 -0.019 0.032 -0.2465
H 4.8401 2.3546 5.0499 0.031 -0.093 0.012 0.5839
H 6.1701 1.7739 2.7485 0.042 0.045 -0.032 0.3702
H 6.0140 3.4187 3.3480 0.055 -0.024 -0.021 0.4775
H 5.4215 2.9887 0.8641 -0.015 0.080 -0.012 0.3301
H 4.3300 3.9952 1.8194 -0.034 0.008 -0.079 0.4933
C -3.5952 2.2830 -1.1843 0.150 -0.133 -0.037 -1.7427
P -2.5864 1.0571 -2.1256 -0.693 0.521 -0.356 1.7636
C -3.8706 -0.2647 -2.3738 0.091 -0.246 0.039 -1.5807
N -4.9837 0.0465 -2.9845 -0.055 0.402 0.090 -0.0048
C -5.7597 -0.9259 -3.5067 0.256 -0.505 -0.062 0.2551
C -6.9789 -0.6173 -4.1470 -0.071 -0.019 -0.085 -0.6536
C -7.6305 -1.5958 -4.8426 -0.046 0.232 0.078 -0.5952
C -7.1106 -2.9079 -4.9161 0.132 -0.153 0.022 -0.5316
C -5.9645 -3.2501 -4.2555 -0.092 -0.073 -0.057 -0.7489
C -5.2803 -2.2669 -3.5095 -0.236 0.567 0.030 0.4136
N -4.2350 -2.5833 -2.7191 0.245 -0.390 0.156 -0.1339
C -3.5875 -1.6376 -2.0921 0.043 0.234 -0.093 0.4271
P -2.5363 -2.0661 -0.6280 -0.561 -0.464 0.052 1.2295
C -2.1782 -3.8335 -1.0290 0.038 0.211 0.057 -1.4839
C -3.9885 -2.2381 0.6208 0.200 0.215 -0.037 1.5980
C -5.1743 -3.0600 0.1162 0.066 0.010 -0.043 -1.7413
C -3.4696 -2.8868 1.9076 0.052 -0.015 -0.130 -1.5536
C -4.4585 -0.8159 0.9408 0.059 -0.054 -0.025 -1.3743
C -2.6203 1.8183 -3.8906 0.073 -0.065 0.150 1.9179
C -3.8582 2.6589 -4.2076 0.090 -0.004 0.019 -1.8938
C -2.4811 0.7122 -4.9400 -0.036 0.024 0.148 -1.6415
C -1.3792 2.7067 -3.9660 -0.150 -0.161 0.029 -2.0461
H -4.6071 2.3410 -1.5811 -0.019 0.039 0.007 0.5014
H -3.1178 3.2624 -1.2471 -0.038 0.028 0.034 0.2887
H -3.6367 1.9835 -0.1352 -0.018 0.036 0.006 0.2858
H -7.3566 0.3948 -4.0895 0.024 0.016 -0.052 0.4813
H -8.5542 -1.3604 -5.3537 -0.012 -0.034 -0.007 0.4189
H -7.6395 -3.6528 -5.4951 -0.015 -0.006 0.014 0.4292
H -5.5766 -4.2598 -4.2723 0.006 0.001 0.016 0.4766
H -2.9213 -4.1968 -1.7351 -0.013 -0.065 -0.005 0.6023
H -2.1889 -4.4553 -0.1338 -0.022 0.016 0.003 0.4544
H -1.1885 -3.8985 -1.4783 0.022 -0.065 -0.037 0.2159
H -4.8636 -4.0040 -0.3304 -0.024 -0.031 -0.017 0.2811
H -5.7675 -2.5126 -0.6126 0.003 -0.003 -0.090 0.3586
H -5.8312 -3.2877 0.9589 0.006 0.003 0.024 0.5376
H -3.1585 -3.9197 1.7410 0.018 0.005 0.057 0.3931
H -4.2721 -2.9044 2.6476 -0.006 -0.001 0.014 0.6680
H -2.6355 -2.3329 2.3429 -0.097 -0.150 0.001 0.2961
H -4.8261 -0.3039 0.0503 -0.039 0.024 0.025 0.0989
H -3.6511 -0.2155 1.3716 -0.031 -0.042 -0.049 -0.2228
H -5.2750 -0.8519 1.6653 -0.014 0.021 0.023 0.6641
H -4.7713 2.0920 -4.0714 -0.094 -0.015 0.024 0.2400
H -3.8089 2.9623 -5.2567 0.049 0.072 0.014 0.5300
H -3.9088 3.5632 -3.6002 0.006 0.018 -0.005 0.3261
H -3.3848 0.1112 -5.0307 -0.004 -0.046 0.024 0.2792
H -1.6425 0.0551 -4.7158 0.053 -0.081 -0.044 0.0927
H -2.2937 1.1691 -5.9138 0.012 0.012 -0.010 0.5828
H -1.4403 3.5186 -3.2396 0.045 -0.035 -0.042 0.2347
H -1.2979 3.1507 -4.9607 -0.032 0.042 -0.015 0.5742
H -0.4767 2.1191 -3.7835 0.015 0.072 -0.009 0.2798
S -0.3337 -2.3253 -3.8945 0.010 0.247 0.218 -0.1083
C 0.1029 -1.1553 -2.9696 0.093 -0.466 -0.516 0.6367
N 0.4678 -0.2366 -2.2713 0.356 -0.148 0.011 -0.3290
```
Positions in Å, forces in eV/Å.

Properties
LUMO level   -0.235 Eh
Net charge   +2
Orbital gap   6.2 eV
HOMO level   -12.625 eV